[1]
Computed, not measured: a structure of composition C6H10CrO5 at a distorted geometry, with ωB97M-V with the def2-TZVPD basis set.

The charge is +1. As for the molar mass: 214.1 g mol⁻¹. Its spin multiplicity is 6. The calculation puts the gap between HOMO and LUMO (alpha / beta) at 6.970 / 7.453 eV. For the total energy, the calculation gives -45031.74804 eV.

Each line ends with the Löwdin charge.
Geometry (Å):
O 1.503 -3.545 -0.939  0.108
C 0.948 -2.496 -0.764  -0.176
C 1.267 -1.251 -1.579  -0.154
O 0.579 -0.104 -1.173  -0.130
C 1.179 0.601 -0.113  -0.186
C 0.343 1.796 0.267  -0.122
O -0.995 1.436 0.657  -0.359
C -2.003 1.702 -0.332  -0.009
H 2.362 -1.103 -1.563  0.152
H 0.971 -1.462 -2.618  0.154
H 2.181 0.958 -0.410  0.155
H 1.314 -0.041 0.778  0.125
H 0.801 2.300 1.128  0.150
H 0.277 2.507 -0.566  0.152
H -2.962 1.362 0.074  0.109
H -2.050 2.783 -0.514  0.118
H -1.765 1.155 -1.250  0.118
O -0.069 -1.169 2.684  -0.084
C -0.782 -1.885 1.941  -0.389
O -1.972 -1.557 1.735  -0.056
Cr -1.343 0.334 2.174  1.166
H 0.216 -2.319 0.383  0.157

---

[2]
Computed, not measured: the molecule C28H33N3O4, with ωB97M-V with the def2-TZVPD basis set.

The value obtained for the energy above the lowest of the compared OMol25 structures with the same formula, charge and spin is 0.000 eV. As for the molar mass: 475.6 g mol⁻¹. Its spin multiplicity is 1. The calculation puts the gap between HOMO and LUMO at 8.189 eV. For the total energy, the calculation gives -42233.10802 eV.

Each line ends with the Löwdin charge.
Geometry (Å):
C -2.664 -0.569 -3.282  -0.053
C -2.226 -2.004 -3.023  -0.217
O -1.604 -2.135 -1.750  -0.006
C -0.271 -1.952 -1.694  -0.443
O 0.407 -1.697 -2.667  0.089
C 0.221 -2.091 -0.331  -0.106
C -0.582 -2.153 0.839  0.035
C 0.265 -2.234 1.910  -0.190
C -0.093 -2.307 3.326  -0.177
C 0.368 -3.330 4.153  -0.038
C 0.000 -3.375 5.485  -0.078
C -0.840 -2.407 6.010  -0.089
C -1.326 -1.402 5.190  -0.078
C -0.958 -1.353 3.859  -0.036
N 1.561 -2.232 1.436  0.016
C 2.729 -2.122 2.271  -0.099
C 2.882 -0.698 2.833  -0.043
C 3.258 0.240 1.695  -0.459
O 4.349 0.105 1.161  0.034
N 2.385 1.177 1.274  -0.032
C 1.058 1.484 1.748  -0.106
C 0.049 1.350 0.602  -0.124
N 0.434 2.199 -0.509  -0.098
C -0.558 2.523 -1.443  -0.233
C -1.744 3.122 -1.006  -0.016
C -2.721 3.502 -1.896  -0.002
C -2.549 3.314 -3.268  -0.286
O -3.581 3.726 -4.065  -0.091
C -3.461 3.541 -5.452  -0.096
C -1.370 2.738 -3.716  -0.038
C -0.395 2.341 -2.813  -0.031
C 1.751 1.840 -0.993  -0.141
C 2.751 2.017 0.149  -0.105
C 1.547 -2.129 0.082  -0.193
C 2.773 -2.136 -0.755  0.008
H -1.798 0.087 -3.309  0.054
H -3.182 -0.513 -4.236  0.078
H -3.332 -0.227 -2.495  0.083
H -3.086 -2.678 -2.995  0.122
H -1.522 -2.330 -3.797  0.119
H -1.652 -2.151 0.866  0.124
H 0.990 -4.113 3.743  0.115
H 0.363 -4.174 6.114  0.104
H -1.125 -2.443 7.051  0.101
H -1.994 -0.653 5.591  0.104
H -1.338 -0.571 3.217  0.110
H 3.613 -2.365 1.679  0.128
H 2.653 -2.827 3.101  0.113
H 3.722 -0.698 3.529  0.131
H 1.983 -0.411 3.373  0.097
H 0.759 0.827 2.562  0.101
H 1.053 2.520 2.110  0.134
H -0.939 1.635 0.960  0.117
H 0.011 0.296 0.286  0.114
H -1.896 3.307 0.047  0.109
H -3.635 3.960 -1.552  0.117
H -3.356 2.482 -5.710  0.091
H -4.385 3.925 -5.883  0.092
H -2.613 4.100 -5.862  0.095
H -1.194 2.573 -4.767  0.107
H 0.491 1.865 -3.202  0.108
H 2.030 2.515 -1.802  0.127
H 1.787 0.801 -1.357  0.130
H 3.755 1.738 -0.171  0.123
H 2.747 3.063 0.474  0.134
H 2.487 -1.985 -1.792  0.075
H 3.471 -1.354 -0.461  0.069
H 3.286 -3.096 -0.671  0.095

---

[3]
Computed, not measured: a structure of composition C3H4IN3S at a distorted geometry, with ωB97M-V with the def2-TZVPD basis set.

The value obtained for the energy above the lowest of the compared OMol25 structures with the same formula, charge and spin is 2.144 eV. As for the molar mass: 241.1 g mol⁻¹. Its spin multiplicity is 1. The calculation puts the gap between HOMO and LUMO (alpha / beta) at 7.616 / 7.617 eV. For the total energy, the calculation gives -26578.03547 eV.

Each line ends with the Löwdin charge.
Geometry (Å):
C 0.337 -3.316 0.120  -0.496
C -0.921 -1.320 -0.344  -0.900
C -0.276 1.400 -0.160  0.064
N -0.896 -3.476 0.383  -0.070
N -1.577 -2.365 0.174  -0.081
N -1.451 -0.167 -0.619  -0.511
S 0.754 -1.728 -0.469  0.998
I -3.363 0.195 0.034  0.812
H 0.977 -4.194 0.046  0.071
H -0.607 2.118 -0.896  0.038
H -0.434 1.617 0.919  0.058
H 0.782 1.247 -0.264  0.017